Entry 1:
{
  "formula": "C19H43O2OsP3S",
  "method": "wB97M-V/def2-TZVPD",
  "total_energy_ha": -2411.2842,
  "multiplicity": 5,
  "homo_energy_ev": [-21.2, -21.3],
  "charge": 4,
  "s2": 6.062,
  "gap_ev": [7.9, 4.6],
  "species": ["Os", "P", "P", "P", "H", "C", "C", "H", "C", "C", "C", "C", "C", "C", "C", "C", "C", "H", "H", "H", "H", "H", "H", "H", "H", "H", "H", "H", "H", "H", "H", "H", "H", "H", "H", "H", "H", "H", "H", "H", "H", "H", "H", "H", "H", "H", "C", "C", "C", "C", "C", "C", "O", "H", "H", "H", "H", "H", "H", "C", "S", "C", "O", "H", "H", "H", "H", "H", "H"],
  "positions_angstrom": [[-0.36781, 0.00511, 0.38210], [-0.42860, 2.21147, 1.12606], [-2.50535, -0.33908, 1.07995], [2.12238, 0.80797, -0.51377], [-2.91554, -2.46971, -1.54361], [-1.84683, -2.17015, -1.54682], [-1.02785, -2.62979, -0.56777], [-1.41658, -2.67369, 0.46357], [-0.66696, 3.27001, -0.35948], [-1.69156, 2.94358, 2.28012], [0.98043, 3.02184, 2.01177], [-3.69231, -1.75759, 1.02658], [-2.80600, -0.06424, 2.88472], [-3.50260, 0.89012, 0.15306], [3.34143, -0.52061, -0.92973], [3.36059, 1.73970, 0.50556], [2.06300, 1.83067, -2.03082], [-1.46094, -1.86305, -2.51700], [-0.27317, -3.38949, -0.78924], [-1.34783, 4.09013, -0.09882], [-1.11284, 2.68512, -1.17129], [0.28334, 3.68848, -0.70740], [-1.74393, 4.02792, 2.10008], [-1.35755, 2.77951, 3.31420], [-2.68945, 2.51855, 2.15953], [1.48484, 3.73740, 1.34974], [1.70621, 2.29571, 2.39094], [0.60472, 3.57651, 2.88394], [-4.66844, -1.36184, 1.37312], [-3.39339, -2.56966, 1.70379], [-3.81416, -2.14374, 0.01312], [-3.87771, 0.11836, 3.04076], [-2.25976, 0.77673, 3.31013], [-2.52403, -0.96877, 3.43658], [-4.53046, 0.51411, 0.10754], [-3.10720, 0.97451, -0.86456], [-3.49437, 1.87267, 0.62859], [4.35619, -0.10691, -0.87139], [3.17479, -0.92551, -1.93347], [3.22929, -1.31060, -0.17841], [4.35324, 1.66219, 0.04509], [3.41281, 1.29299, 1.50486], [3.10280, 2.79919, 0.56637], [2.98285, 1.66316, -2.60008], [1.98422, 2.88767, -1.76203], [1.20490, 1.54291, -2.64171], [0.96751, -1.61060, -2.53003], [0.49681, -0.71041, -3.53598], [0.90493, -0.88971, -4.84640], [1.58848, -2.04431, -5.21867], [1.92865, -3.01880, -4.26278], [1.66981, -2.79561, -2.92250], [0.79182, -1.40356, -1.25832], [-0.82585, 0.01494, -1.27665], [-0.14612, 0.11822, -3.24598], [0.66187, -0.11022, -5.58459], [1.82061, -2.22395, -6.27239], [2.41342, -3.95063, -4.54937], [1.99984, -3.47631, -2.13077], [0.25672, -2.51534, 2.34026], [0.87622, -0.84265, 2.08154], [0.64871, -0.09195, 3.72470], [2.36439, -0.98687, 1.97800], [-0.60639, -2.51962, 3.01725], [1.10533, -3.08825, 2.72338], [-0.01459, -2.93489, 1.36919], [0.82739, -0.89464, 4.45636], [1.40129, 0.69395, 3.85907], [-0.35567, 0.32136, 3.87019]]
}



Entry 2:
{
  "formula": "C19H44AlBr4ClFMgN2O11P3",
  "method": "wB97M-V/def2-TZVPD",
  "total_energy_ha": -14009.1203,
  "homo_energy_ev": -10.8,
  "charge": 2,
  "gap_ev": 1.4,
  "species": ["C", "C", "C", "Br", "P", "P", "N", "O", "P", "O", "O", "H", "H", "H", "H", "H", "H", "H", "H", "H", "H", "H", "H", "C", "C", "C", "O", "C", "H", "H", "H", "H", "H", "H", "H", "H", "C", "O", "O", "O", "H", "Mg", "C", "C", "O", "C", "O", "O", "F", "H", "H", "H", "Br", "Cl", "O", "H", "Br", "C", "C", "Br", "H", "H", "H", "H", "Al", "C", "C", "N", "C", "C", "C", "C", "H", "H", "H", "H", "H", "H", "H", "H", "H", "H", "H", "H", "H", "H", "H"],
  "positions_angstrom": [[-4.67411, 4.14971, -4.48992], [-5.43629, 2.97358, -5.39984], [-4.91763, 1.47390, -4.98828], [-4.98178, 0.37539, -6.69850], [-6.00207, 0.56050, -3.70954], [-7.03557, 1.84412, -2.28298], [-8.26815, 2.85482, -3.15385], [-5.96949, 3.03404, -1.55534], [-4.62229, -0.79493, -2.61493], [-4.95286, -0.65148, -0.87535], [-2.97624, -0.20964, -2.83857], [-5.54248, 4.66103, -3.87050], [-4.15496, 4.96994, -5.16918], [-3.85126, 3.67575, -3.77005], [-5.06481, 3.15811, -6.51877], [-6.60480, 3.10761, -5.41397], [-3.78333, 1.55071, -4.63111], [-7.03993, -0.19678, -4.41751], [-7.74622, 3.69324, -3.51173], [-8.86947, 3.21820, -2.36090], [-5.04606, 2.89203, -1.95819], [-4.87398, 0.33519, -0.72012], [-2.69138, 0.34043, -2.04463], [1.41957, -0.20863, -1.41151], [1.20783, -1.23736, -0.33096], [-0.18977, -0.91056, 0.14814], [-0.90150, -0.37765, -0.97728], [0.04007, -0.10447, -2.02421], [2.18851, -0.48532, -2.13722], [1.70177, 0.75033, -0.96084], [1.22757, -2.24295, -0.76740], [1.95304, -1.19643, 0.46748], [-0.17310, -0.14149, 0.92764], [-0.71624, -1.78794, 0.53481], [-0.10380, -0.85681, -2.80735], [-0.15719, 0.88361, -2.44904], [4.17031, -3.14796, 1.76953], [3.23380, -2.31956, 1.87256], [4.15958, -3.99893, 2.78574], [5.06280, -3.28672, 0.90348], [3.37515, -3.56063, 3.17373], [1.70148, -3.88881, -1.48530], [-1.97129, -3.43338, 2.92393], [-2.18538, -4.45140, 3.99140], [-0.89270, -4.65748, 4.51426], [-0.24205, -3.47493, 4.32748], [0.79720, -3.16953, 4.88835], [-0.90051, -2.66851, 3.44001], [-2.62276, -5.61734, 3.46514], [-1.67249, -3.87771, 1.96858], [-2.85476, -2.81048, 2.76003], [-2.85902, -4.12750, 4.79191], [-0.70139, -0.06026, -4.19537], [1.70362, -4.83206, 5.14443], [0.67685, -7.47185, 4.74074], [-0.10136, -7.42529, 4.21592], [-10.71104, 5.11570, -5.31208], [-11.50008, 3.62095, -4.33909], [-12.66395, 3.02731, -5.09817], [-14.25430, 4.14524, -4.93943], [-11.77302, 3.99345, -3.34787], [-10.69287, 2.88997, -4.23798], [-12.95121, 2.06255, -4.67102], [-12.46698, 2.90251, -6.16671], [6.75597, -3.02028, 0.04095], [6.99591, -0.73008, 3.41757], [8.14221, -0.08095, 4.18920], [9.41798, -0.08083, 3.46820], [10.56070, 0.28061, 4.31384], [10.59451, 1.69360, 4.88754], [9.41265, 0.52502, 2.13502], [8.97453, 1.98123, 2.02076], [7.25210, -1.74978, 3.11128], [6.10566, -0.78509, 4.05323], [6.72410, -0.15489, 2.52795], [8.26110, -0.65175, 5.11969], [7.84232, 0.93092, 4.47814], [11.49232, 0.10171, 3.76211], [10.59616, -0.42495, 5.15403], [10.85830, 2.43022, 4.12909], [11.36047, 1.75418, 5.66887], [9.64363, 1.98287, 5.34293], [8.76169, -0.07635, 1.48815], [10.40650, 0.41967, 1.68121], [8.07729, 2.19869, 2.60531], [8.74251, 2.21242, 0.97473], [9.76613, 2.66666, 2.32749]]
}



Entry 3:
{
  "formula": "C19H44BGaNO35S8",
  "method": "wB97M-V/def2-TZVPD",
  "total_energy_ha": -8573.5810,
  "homo_energy_ev": -4.5,
  "charge": -1,
  "gap_ev": 5.9,
  "species": ["C", "C", "O", "C", "O", "Ga", "B", "N", "O", "H", "H", "H", "H", "H", "H", "H", "H", "H", "H", "H", "H", "C", "C", "O", "S", "O", "O", "O", "H", "H", "H", "H", "C", "C", "O", "S", "O", "O", "O", "H", "H", "H", "H", "C", "C", "O", "S", "O", "O", "O", "H", "H", "H", "H", "C", "C", "O", "S", "O", "O", "O", "H", "H", "H", "H", "C", "C", "O", "S", "O", "O", "O", "H", "H", "H", "H", "C", "C", "O", "S", "O", "O", "O", "H", "H", "H", "H", "C", "C", "O", "S", "O", "O", "O", "H", "H", "H", "H", "C", "C", "O", "S", "O", "O", "O", "H", "H", "H", "H"],
  "positions_angstrom": [[-0.33043, -1.95445, 1.56733], [1.13625, -2.32359, 1.41242], [1.31852, -3.73469, 1.35255], [1.78402, -1.61571, 0.19914], [2.82509, -2.30090, -0.40092], [2.36361, -3.14100, -2.03939], [1.66155, -1.66064, -3.41392], [2.28626, -1.59986, -4.77737], [0.68779, -0.71893, -3.14431], [-0.42374, -0.90974, 1.86869], [-0.88472, -2.09264, 0.63877], [-0.77894, -2.55924, 2.36024], [1.63753, -1.96389, 2.31562], [1.03533, -4.08716, 2.20874], [0.98493, -1.36954, -0.51963], [2.18451, -0.67180, 0.60817], [1.32060, -4.36160, -1.80924], [3.74093, -3.79295, -2.60359], [1.70473, -2.05198, -5.47742], [2.36360, -0.61699, -5.04957], [0.47813, -0.23470, -3.95727], [-3.21083, 2.98021, 1.46526], [-3.08445, 1.85426, 0.46361], [-2.46250, 0.79704, 1.22199], [-2.95575, 0.84929, 2.72582], [-4.01173, -0.07820, 2.92801], [-1.80962, 0.82063, 3.57085], [-3.56403, 2.31373, 2.69902], [-2.26273, 3.49777, 1.61457], [-3.98443, 3.68848, 1.19401], [-2.45607, 2.10104, -0.38677], [-4.05824, 1.51041, 0.11295], [5.28967, -0.29415, -4.13950], [6.39350, -1.31281, -4.29073], [6.95663, -1.00736, -5.58795], [6.88955, 0.55464, -5.85233], [8.13566, 1.16248, -5.53422], [6.31353, 0.76811, -7.13446], [5.84988, 0.91590, -4.71430], [4.41064, -0.59164, -4.70501], [5.02107, -0.11262, -3.10291], [6.01915, -2.33219, -4.28077], [7.17525, -1.19180, -3.53943], [5.12210, -1.85901, 4.92804], [4.54280, -1.42014, 6.25923], [3.48811, -0.51744, 5.88752], [2.82138, -1.00351, 4.51662], [1.64926, -1.75281, 4.79621], [2.76571, 0.10780, 3.63876], [3.97195, -1.99979, 4.08386], [5.77930, -1.10048, 4.50040], [5.64155, -2.81131, 4.97770], [5.25635, -0.89300, 6.88555], [4.11187, -2.25758, 6.81064], [-1.09929, -1.92807, 7.67301], [-0.99349, -3.08651, 6.70563], [-0.42493, -4.14174, 7.50554], [-0.94319, -4.03184, 9.00294], [-2.04037, -4.90689, 9.21443], [0.18307, -4.07609, 9.86641], [-1.50376, -2.54415, 8.91038], [-0.13528, -1.44048, 7.82411], [-1.84132, -1.19278, 7.37650], [-0.34035, -2.86613, 5.86591], [-1.97203, -3.40461, 6.34395], [1.06984, 2.96195, 3.87725], [1.44891, 3.29588, 2.45123], [0.45731, 4.27178, 2.05876], [0.05070, 5.16441, 3.31116], [0.78017, 6.38271, 3.29496], [-1.36709, 5.17211, 3.40031], [0.65660, 4.22943, 4.43820], [0.22726, 2.27035, 3.91782], [1.90057, 2.56743, 4.45318], [1.40013, 2.43811, 1.78703], [2.43356, 3.76055, 2.38573], [-7.15578, 6.79784, -1.27331], [-7.35967, 6.71798, 0.22712], [-7.68756, 5.33807, 0.44971], [-6.90087, 4.41491, -0.58272], [-5.71588, 3.91901, 0.02392], [-7.82443, 3.53368, -1.19257], [-6.48047, 5.57288, -1.59251], [-8.10435, 6.82629, -1.81153], [-6.53300, 7.63448, -1.57632], [-8.17713, 7.33745, 0.58360], [-6.44666, 6.95667, 0.77491], [-2.53577, -4.53040, -3.21636], [-1.18462, -5.21514, -3.23227], [-0.84270, -5.23236, -4.63971], [-1.38759, -3.92474, -5.34073], [-0.37250, -2.93269, -5.39812], [-2.08424, -4.30593, -6.51940], [-2.41433, -3.49478, -4.20620], [-3.34231, -5.20213, -3.51841], [-2.76889, -4.07700, -2.25710], [-1.21763, -6.23741, -2.86697], [-0.41591, -4.65787, -2.69266], [-0.66834, 2.10786, -7.88573], [0.34113, 1.30683, -7.08615], [-0.09653, 1.47915, -5.72936], [-1.68813, 1.57550, -5.67012], [-2.23220, 0.30591, -5.36133], [-2.03739, 2.72796, -4.92049], [-1.91839, 1.85205, -7.22821], [-0.46118, 3.17848, -7.84214], [-0.74121, 1.78633, -8.92078], [1.35776, 1.67745, -7.18041], [0.30969, 0.24433, -7.33332]]
}